1.
{
  "formula": "C4H8O2",
  "method": "ωB97M-V/def2-TZVPD",
  "symbols": ["C", "C", "O", "C", "C", "O", "H", "H", "H", "H", "H", "H", "H", "H"],
  "xyz": [[-2.04, -0.25, 0.30], [-0.59, -0.63, 0.13], [-0.11, 0.40, -1.07], [1.06, 0.88, -0.69], [2.00, -0.02, -0.11], [0.19, -0.46, 1.15], [-2.53, -1.00, 0.95], [-2.56, -0.23, -0.66], [-2.12, 0.73, 0.78], [-0.47, -1.58, -0.42], [1.38, 1.85, -1.08], [1.00, 1.02, 0.51], [2.89, 0.40, 0.34], [1.91, -1.09, -0.13]],
  "homo_lumo_gap_ev": [8.85, 8.85],
  "homo_energy_ha": [-0.3319, -0.3319],
  "multiplicity": 1,
  "total_energy_ev": -8368.482
}

2.
{
  "formula": "C4H8O2",
  "method": "ωB97M-V/def2-TZVPD",
  "symbols": ["O", "C", "C", "C", "O", "C", "H", "H", "H", "H", "H", "H", "H", "H"],
  "xyz": [[-1.15, -0.15, 1.41], [-1.49, 0.15, 0.17], [-0.70, 1.06, -0.60], [0.87, 0.95, -0.34], [1.18, -0.09, 0.56], [1.09, -1.35, -0.07], [-0.15, -0.05, 1.49], [-2.27, -0.48, -0.24], [-0.82, 2.07, -0.19], [-1.00, 1.06, -1.65], [1.24, 1.86, 0.15], [0.19, -1.42, -0.70], [1.97, -1.51, -0.71], [1.04, -2.11, 0.71]],
  "homo_lumo_gap_ev": [8.92, 6.83],
  "homo_energy_ha": [-0.2973, -0.2501],
  "multiplicity": 1,
  "total_energy_ev": -8368.244
}

The following energy relative to the best compared isomer or geometry (same formula, charge and spin) values (in kcal per mole) correspond, in order, to the records above: 110.68; 116.17.